The following is a DFT calculation (ωB97M-V with the def2-TZVPD basis set) of a structure of composition C33H42BN8OSW in a non-equilibrium geometry.

Element x y z (Å)
1 W 0.911580 -1.617452 0.374699
2 N -0.284699 -3.983449 -3.000432
3 C -1.015031 -2.890318 -3.413920
4 C -0.793698 -1.915214 -2.499289
5 N 0.055671 -2.403291 -1.516034
6 C 0.332959 -3.664205 -1.866527
7 C 1.221911 -4.399999 -1.008427
8 N 1.772104 -3.706770 -0.027801
9 C 2.484960 -4.609981 0.735864
10 C 2.370312 -5.842826 0.173315
11 N 1.558479 -5.692089 -0.926534
12 H -0.241583 -4.869338 -3.485555
13 H -1.605391 -2.898385 -4.312787
14 H -1.214512 -0.931566 -2.465045
15 H 3.057031 -4.327188 1.599348
16 H 2.789693 -6.792448 0.454397
17 H 1.281390 -6.439824 -1.546609
18 O -1.326102 -2.793545 1.933962
19 N -0.459003 -2.305426 1.334696
20 S 4.084102 -2.150690 3.691306
21 C 2.996033 -1.870569 2.661015
22 N 2.110615 -1.607699 1.850777
23 C 0.187384 1.091552 -3.702020
24 C -0.965350 2.058614 -3.427686
25 C -0.472777 3.386581 -2.845170
26 C -2.138166 1.387827 -2.712953
27 C -3.274714 1.170316 -3.487835
28 C -4.411969 0.565249 -2.975942
29 C -4.434665 0.155980 -1.657890
30 C -3.325983 0.326387 -0.832578
31 C -3.448268 -0.063164 0.631436
32 C -4.213923 1.019560 1.397901
33 C -4.126723 -1.423855 0.808593
34 C -2.194834 0.928738 -1.384554
35 N -1.086762 1.230057 -0.478133
36 B 0.016460 0.434595 0.122627
37 N 0.738251 1.461541 0.931775
38 C 0.119505 2.629843 0.814604
39 C -1.005230 2.482276 -0.026983
40 C 1.916482 1.362543 1.772457
41 C 1.741544 1.498823 3.148701
42 C 2.897263 1.492387 3.930640
43 C 4.152729 1.332580 3.374646
44 C 4.274151 1.125715 2.009747
45 C 3.158768 1.134536 1.176971
46 C 3.409762 0.929400 -0.309442
47 C 2.877827 2.045969 -1.208876
48 C 3.109253 -0.478098 -0.851668
49 C 0.403792 1.528204 3.888182
50 C -0.537405 0.389722 3.475217
51 C -0.343226 2.866374 3.922560
52 H 1.041424 1.622925 -4.120945
53 H -0.104283 0.321651 -4.417409
54 H 0.523391 0.591742 -2.790066
55 H -1.374419 2.312836 -4.405530
56 H 0.189916 3.259451 -1.984224
57 H -1.300179 4.039310 -2.563994
58 H 0.110134 3.912333 -3.600705
59 H -3.270197 1.503892 -4.517134
60 H -5.286975 0.443201 -3.599550
61 H -5.337390 -0.278874 -1.251365
62 H -2.444824 -0.116661 1.070998
63 H -5.212841 1.148733 0.980232
64 H -3.709365 1.986684 1.348529
65 H -4.321734 0.746713 2.447548
66 H -5.188085 -1.367168 0.569962
67 H -4.063801 -1.752136 1.845349
68 H -3.687024 -2.190399 0.165128
69 H 0.482865 3.532691 1.278801
70 H -1.731140 3.236503 -0.289307
71 H 2.799791 1.618236 5.001336
72 H 5.033487 1.362363 4.000938
73 H 5.255376 0.973277 1.577271
74 H 4.497585 0.973296 -0.408142
75 H 1.796356 2.036859 -1.306442
76 H 3.295715 1.958513 -2.212074
77 H 3.174029 3.017085 -0.812272
78 H 2.006036 -0.701319 -0.956927
79 H 3.638779 -1.263277 -0.310440
80 H 3.415416 -0.534494 -1.898029
81 H 0.686694 1.336184 4.924320
82 H -1.053486 0.604891 2.533060
83 H -1.310977 0.258883 4.231296
84 H -0.002681 -0.562513 3.383371
85 H -0.871021 3.078351 2.990805
86 H 0.319558 3.701078 4.151146
87 H -1.106128 2.831183 4.699721

Forces on atoms 1 to 3 (eV/Å):
W 0.59 -1.75 0.97
N -0.11 0.01 -0.01
C 0.11 0.03 -0.01

Output
- Kohn-Sham gap (spin up / spin down) (eV) = 5.64 / 4.46
- multiplicity = 3
- total charge = +3
- ⟨S²⟩ = 2.0424
- HOMO (spin up / spin down) (eV) = -16.266 / -16.265
- E (eV) = -62183.3541

***

The following is a DFT calculation (ωB97M-V with the def2-TZVPD basis set) of a structure of composition C33H42FeN12OTe.

Element x y z (Å)
1 Fe 0.691092 2.345205 0.077681
2 N 1.860208 3.441299 3.068607
3 C 1.462819 4.382587 2.147796
4 N 1.410665 5.675545 2.386365
5 N 1.015061 6.210774 1.208425
6 N 0.833337 5.307017 0.327661
7 N 1.112796 4.096498 0.883342
8 C 1.956211 2.109261 2.789241
9 N 2.504797 1.205953 3.587447
10 N 2.418174 0.056377 2.898263
11 N 1.854737 0.237764 1.760387
12 N 1.528959 1.548570 1.650786
13 H 2.157956 3.761005 3.973930
14 C -4.652098 -5.245916 4.392672
15 C -3.908294 -4.149254 3.687308
16 C -3.184561 -3.201809 4.394835
17 C -2.490721 -2.180413 3.755620
18 C -1.721079 -1.206073 4.607707
19 C -2.519348 -2.117155 2.351898
20 Te -1.171122 -0.656470 1.515300
21 N -0.800457 1.147904 0.039733
22 C -1.480510 2.071601 -0.576321
23 O -0.725613 3.005661 -1.079541
24 C -2.949919 2.184291 -0.686029
25 C -3.822493 1.457538 0.114278
26 C -5.191675 1.587409 -0.053949
27 C -5.696219 2.438709 -1.024948
28 C -4.829630 3.175396 -1.820389
29 C -3.461778 3.054775 -1.647090
30 C -0.253887 -1.934866 0.106657
31 C 0.675794 -2.831348 0.640630
32 C 0.970356 -2.964974 2.105764
33 C 1.398127 -3.638668 -0.233770
34 C 1.210854 -3.588316 -1.603700
35 C 1.983851 -4.483498 -2.528625
36 C 0.265970 -2.703955 -2.101183
37 C -0.475712 -1.863699 -1.278079
38 C -1.459526 -0.967950 -1.972403
39 C -3.283103 -3.031799 1.621374
40 C -3.439562 -2.973907 0.132582
41 C -3.950516 -4.041851 2.305193
42 H -4.472564 -5.217576 5.466385
43 H -4.346489 -6.226188 4.023797
44 H -5.727007 -5.156571 4.227318
45 H -3.153233 -3.255752 5.477023
46 H -1.957521 -1.369029 5.658319
47 H -1.965158 -0.166935 4.376367
48 H -0.640885 -1.314056 4.487083
49 H -3.445148 0.796841 0.885154
50 H -5.862358 1.023460 0.580323
51 H -6.766012 2.534659 -1.155830
52 H -5.219995 3.847169 -2.572530
53 H -2.774069 3.637320 -2.243989
54 H 0.115431 -2.739355 2.742509
55 H 1.780876 -2.293572 2.396427
56 H 1.266616 -3.990527 2.327587
57 H 2.123932 -4.329391 0.180362
58 H 2.761063 -5.025494 -1.991833
59 H 2.458482 -3.910119 -3.326021
60 H 1.327488 -5.216070 -3.001270
61 H 0.089225 -2.664051 -3.171280
62 H -1.948615 -1.522120 -2.775926
63 H -0.950324 -0.110170 -2.413112
64 H -2.229975 -0.573260 -1.318510
65 H -3.240204 -1.979304 -0.259901
66 H -4.460715 -3.238108 -0.144127
67 H -2.763172 -3.670989 -0.366045
68 H -4.536298 -4.754724 1.734246
69 C 4.653861 2.495444 -4.869133
70 C 4.714246 3.312023 -3.585505
71 N 4.178085 2.612756 -2.421256
72 C 5.078673 1.715414 -1.696421
73 C 4.918856 0.241884 -2.053490
74 C 2.882943 2.712371 -2.062780
75 C 2.001277 3.669500 -2.803453
76 N 2.371362 2.026723 -1.082038
77 H 4.968250 3.103615 -5.717624
78 H 3.639694 2.143629 -5.060989
79 H 5.307453 1.625136 -4.821650
80 H 4.186226 4.255734 -3.707651
81 H 5.747820 3.573211 -3.352181
82 H 4.931658 1.870144 -0.623472
83 H 6.094083 2.049169 -1.908779
84 H 3.919910 -0.127463 -1.822084
85 H 5.632448 -0.355828 -1.486413
86 H 5.101274 0.073065 -3.113556
87 H 2.351339 4.692136 -2.661817
88 H 0.986484 3.603481 -2.428320
89 H 2.002066 3.449940 -3.871663
90 H 3.024680 1.422607 -0.597707

Forces on atoms 1 to 3 (eV/Å):
Fe 0.28 0.17 0.23
N -0.11 0.01 0.10
C 0.04 0.11 -0.21

Output
- Kohn-Sham gap (spin up / spin down) (eV) = 7.17 / 6.34
- multiplicity = 5
- ⟨S²⟩ = 6.0772
- HOMO (spin up / spin down) (eV) = -7.614 / -7.884
- E (eV) = -96510.1746

***

The following is a DFT calculation (ωB97M-V with the def2-TZVPD basis set) of a structure of composition C33H42P2ReS6Si2Te.

Element x y z (Å)
1 Re 0.019471 -0.642870 1.086930
2 S -2.014829 -0.945234 -0.330984
3 P -2.290485 0.960827 0.354019
4 C -0.815033 1.331981 1.101465
5 P 0.510510 2.119952 0.395130
6 S 1.575508 0.586135 -0.452995
7 C 1.511769 2.941685 1.651812
8 C 2.778566 3.417579 1.326069
9 C 3.546619 4.049472 2.289065
10 C 3.050018 4.205437 3.578328
11 C 1.789004 3.729048 3.903277
12 C 1.017355 3.094220 2.939696
13 C 0.196903 3.419764 -0.825290
14 C 0.072548 4.746138 -0.417300
15 C -0.210325 5.733920 -1.348215
16 C -0.370513 5.400111 -2.685544
17 C -0.249849 4.079080 -3.094670
18 C 0.034782 3.088851 -2.167640
19 C -3.644387 0.958173 1.549177
20 C -4.960123 0.804720 1.117439
21 C -5.988727 0.751384 2.042038
22 C -5.705548 0.848318 3.399779
23 C -4.396499 0.999365 3.830562
24 C -3.362261 1.055437 2.906397
25 C -2.888450 2.031591 -0.974758
26 C -3.083879 1.542667 -2.260184
27 C -3.553590 2.386860 -3.258179
28 C -3.807384 3.719368 -2.975679
29 C -3.599774 4.214102 -1.692760
30 C -3.152212 3.371054 -0.690809
31 H 3.168532 3.280450 0.323676
32 H 4.534517 4.413914 2.039472
33 H 3.653729 4.694220 4.332311
34 H 1.408786 3.839412 4.910507
35 H 0.041557 2.689267 3.179088
36 H 0.209391 5.007685 0.624897
37 H -0.299411 6.764598 -1.029893
38 H -0.587393 6.172558 -3.412608
39 H -0.377296 3.818990 -4.137564
40 H 0.138263 2.056377 -2.481395
41 H -5.179989 0.728738 0.058388
42 H -7.010944 0.633792 1.706808
43 H -6.510393 0.804018 4.122326
44 H -4.175852 1.068119 4.887727
45 H -2.333366 1.163507 3.226256
46 H -2.870281 0.502623 -2.476192
47 H -3.715382 2.001681 -4.256785
48 H -4.166446 4.378818 -3.755652
49 H -3.793774 5.256171 -1.474147
50 H -3.005835 3.750940 0.314354
51 S 1.867010 -0.335256 2.575878
52 S 1.247997 -1.026339 4.436365
53 S 0.204630 -2.695804 3.897927
54 S -1.259356 -1.862097 2.691276
55 C 5.127467 -5.234009 2.089292
56 Si 3.421664 -5.194471 1.321872
57 C 3.473981 -5.965515 -0.386535
58 C 2.201858 -6.113145 2.399659
59 C 2.868758 -3.401410 1.206431
60 Te 0.980577 -3.179108 0.245406
61 C 1.821698 -2.795861 -1.676663
62 Si 0.614928 -2.696631 -3.133003
63 C 0.159960 -0.921486 -3.494698
64 C -0.913146 -3.715857 -2.777518
65 C 1.508666 -3.420713 -4.612122
66 H 5.481123 -6.260967 2.205694
67 H 5.120888 -4.768412 3.077028
68 H 5.852127 -4.698363 1.472403
69 H 3.808454 -7.003656 -0.323886
70 H 4.164508 -5.435994 -1.047316
71 H 2.486414 -5.968168 -0.855153
72 H 2.509630 -7.152006 2.539005
73 H 1.202622 -6.117387 1.958892
74 H 2.126595 -5.648213 3.385212
75 H 3.557505 -2.747297 0.668509
76 H 2.727846 -2.974017 2.200457
77 H 2.508618 -3.628287 -1.844811
78 H 2.412983 -1.881895 -1.591014
79 H -0.360044 -0.469203 -2.648607
80 H -0.492416 -0.869658 -4.370911
81 H 1.054185 -0.327980 -3.700370
82 H -1.497769 -3.315468 -1.946197
83 H -0.651264 -4.748814 -2.534852
84 H -1.563275 -3.734624 -3.655733
85 H 2.433889 -2.877690 -4.818241
86 H 0.886584 -3.370465 -5.508619
87 H 1.766505 -4.468744 -4.442805

Forces on atoms 1 to 3 (eV/Å):
Re 0.16 -0.09 0.03
S -0.01 -0.07 -0.05
P -0.07 0.04 0.02

Output
- Kohn-Sham gap (spin up / spin down) (eV) = 7.47 / 6.80
- multiplicity = 4
- ⟨S²⟩ = 3.7790
- HOMO (spin up / spin down) (eV) = -7.037 / -7.398
- E (eV) = -143675.9565

***

Question: Look up the E of the second one.
Answer: -96510.1746 eV